[1]
ORCA calculation (wB97M-V/def2-TZVPD) on C5H12N2O in the gas phase in a non-equilibrium geometry.

Computed properties:
SMILES = NCNCCCC=O

```
! wB97M-V def2-TZVPD RIJCOSX def2/J DEFGRID3
* xyz 0 1
N 1.540 -2.420 0.891
C 0.130 -2.493 0.441
N -0.376 -1.462 -0.396
C -0.620 -0.165 0.231
C -0.723 0.905 -0.861
C -0.726 2.333 -0.341
C 0.638 2.661 0.198
O 1.051 2.215 1.243
H 2.161 -2.685 0.132
H 1.767 -1.451 1.098
H -0.439 -2.641 1.363
H -0.001 -3.463 -0.019
H -0.064 -1.472 -1.352
H 0.207 0.033 0.915
H -1.608 -0.216 0.665
H -1.704 0.766 -1.312
H -0.013 0.824 -1.682
H -0.997 2.976 -1.185
H -1.504 2.462 0.404
H 1.281 3.294 -0.434
*
```


[2]
ORCA calculation (wB97M-V/def2-TZVPD) on 3 unconnected molecules or ions with the total composition C7H12 in a non-equilibrium geometry.

```
! wB97M-V def2-TZVPD RIJCOSX def2/J DEFGRID3
* xyz 0 1
C -0.802 -1.503 -1.597
C 0.224 -0.822 -0.741
C -0.195 -0.502 0.673
C 0.853 0.002 1.714
C 0.386 1.468 1.510
C 0.529 1.679 0.046
C -0.675 0.934 0.574
H -0.513 -1.534 -2.650
H -1.775 -1.008 -1.516
H -0.939 -2.541 -1.250
H 1.258 -1.111 -0.930
H 0.093 0.670 -1.816
H -0.867 -1.270 1.086
H 1.909 -0.231 1.530
H 0.572 -0.366 2.707
H 0.253 2.183 2.318
H 0.038 1.513 -1.654
H 1.340 1.130 -0.432
H -1.686 1.308 0.426
*
```


[3]
ORCA calculation (wB97M-V/def2-TZVPD) on a molecular structure, C29H29CdN7O4.

```
! wB97M-V def2-TZVPD RIJCOSX def2/J DEFGRID3
* xyz -2 1
Cd 0.136 -0.620 0.110
C -3.938 -0.024 1.806
C -4.700 -0.987 1.089
C -4.072 -1.955 0.380
C -2.624 -2.062 0.340
N -1.907 -1.056 0.996
C -2.578 -0.115 1.692
N -2.128 -3.088 -0.302
C -0.790 -3.413 -0.437
N 0.279 -2.753 0.066
C 1.442 -3.385 -0.295
N 2.727 -3.102 0.090
C 3.414 -2.301 0.809
C 4.811 -2.718 0.999
C 5.597 -2.284 1.995
C 5.073 -1.287 2.894
C 3.883 -0.729 2.585
N 3.081 -1.077 1.522
C 1.104 -4.528 -1.044
C 1.864 -5.559 -1.641
C 1.212 -6.559 -2.321
C -0.212 -6.571 -2.429
C -0.968 -5.583 -1.847
C -0.322 -4.551 -1.140
H -4.396 0.761 2.391
H -5.785 -0.939 1.102
H -4.621 -2.699 -0.184
H -1.950 0.623 2.183
H 5.133 -3.499 0.323
H 6.595 -2.686 2.132
H 5.619 -0.945 3.762
H 3.512 0.070 3.200
H 2.946 -5.545 -1.559
H 1.783 -7.354 -2.789
H -0.696 -7.372 -2.979
H -2.050 -5.587 -1.925
C 3.792 1.487 0.145
O 2.743 0.587 -0.138
C 2.105 -0.073 1.003
C 1.716 0.968 2.056
H 3.418 2.430 0.558
H 4.296 1.699 -0.800
H 4.532 1.064 0.833
H 2.526 1.582 2.470
H 1.215 0.468 2.889
H 1.021 1.675 1.601
C -0.085 4.685 -2.555
C -1.126 5.187 -1.555
C -1.860 4.069 -0.792
C -2.761 4.692 0.281
C -3.526 3.661 1.104
C -2.741 3.339 -1.788
O -3.702 3.868 -2.322
N -2.366 2.068 -2.085
C -1.344 1.344 -1.440
O -1.166 0.191 -1.841
N -0.627 1.892 -0.451
C -0.790 3.189 -0.107
O -0.103 3.747 0.743
H 0.379 5.523 -3.080
H -0.534 4.029 -3.306
H 0.703 4.124 -2.048
H -1.883 5.786 -2.066
H -0.643 5.814 -0.805
H -3.460 5.364 -0.222
H -2.114 5.285 0.928
H -4.216 3.084 0.484
H -4.109 4.147 1.890
H -2.844 2.955 1.582
H -2.923 1.544 -2.742
*
```


Let's list electronic energy in order: -382.4262; -273.6199; -1974.5644 a.u..
Let's list energy above the lowest of the compared OMol25 structures with the same formula, charge and spin in order: 200.28; 757.83; 0.00 kJ/mol.